A 4-piece molecular cluster, C28H37NO9S3 overall. Source: the OMol25 dataset; level of theory: ωB97M-V/def2-TZVPD.

Results
Lowest unoccupied orbital energy, eV: -0.97
Energy, Ha: -3015.54427
Largest force on an atom, eV Å⁻¹: 0.55
HOMO, hartree: -0.34592
Kohn-Sham gap, eV: 8.4
Multiplicity: 1

Last column: Löwdin charge in e.
CARTESIAN COORDINATES (ANGSTROEM)
C (1.300, -3.737, -2.636)  0.11
C (0.780, -2.924, -3.352)  -0.13
C (0.049, -1.980, -4.201)  -0.13
C (-1.287, -1.651, -3.579)  -0.11
C (-1.400, -0.995, -2.425)  0.08
C (-2.718, -0.684, -1.854)  -0.32
O (-2.850, 0.124, -0.954)  0.09
C (-3.894, -1.425, -2.395)  -0.08
C (-5.065, -1.413, -1.663)  0.00
C (-6.159, -2.122, -2.118)  -0.04
C (-6.059, -2.847, -3.293)  -0.01
C (-4.893, -2.874, -4.047)  -0.16
C (-4.874, -3.761, -5.267)  -0.12
C (-4.664, -5.250, -4.880)  -0.09
C (-3.847, -5.440, -3.619)  -0.52
N (-2.505, -5.024, -3.702)  0.16
O (-4.332, -5.882, -2.607)  0.09
C (-3.794, -2.134, -3.597)  -0.04
C (-2.504, -2.080, -4.344)  -0.28
O (-2.391, -2.341, -5.520)  0.11
H (1.765, -4.396, -1.946)  0.03
H (0.637, -1.064, -4.301)  0.13
H (-0.089, -2.412, -5.189)  0.11
H (-0.539, -0.659, -1.858)  0.13
H (-5.126, -0.870, -0.732)  0.12
H (-7.087, -2.143, -1.565)  0.11
H (-6.909, -3.424, -3.637)  0.12
H (-4.166, -3.429, -6.011)  0.10
H (-5.866, -3.695, -5.717)  0.12
H (-5.629, -5.702, -4.658)  0.11
H (-4.216, -5.807, -5.704)  0.12
H (-1.919, -5.631, -4.258)  0.11
H (-2.115, -4.879, -2.779)  0.10
O (2.640, -0.791, -1.737)  -0.33
S (2.652, -1.278, -0.378)  0.66
O (2.400, -2.666, -0.073)  -0.34
C (4.180, -0.764, 0.407)  -0.22
C (3.853, 0.605, 0.993)  -0.21
C (2.458, 0.472, 1.615)  -0.21
C (1.562, -0.244, 0.601)  -0.22
H (4.977, -0.754, -0.334)  0.11
H (4.402, -1.491, 1.188)  0.11
H (4.581, 0.922, 1.733)  0.07
H (3.835, 1.352, 0.196)  0.13
H (2.523, -0.120, 2.530)  0.13
H (2.036, 1.436, 1.885)  0.09
H (0.815, -0.878, 1.074)  0.11
H (1.076, 0.456, -0.077)  0.09
O (5.790, 3.130, 2.254)  -0.32
S (5.760, 2.692, 3.627)  0.66
O (5.576, 1.299, 3.949)  -0.33
C (7.217, 3.317, 4.458)  -0.23
C (6.788, 4.683, 4.984)  -0.22
C (5.377, 4.489, 5.559)  -0.21
C (4.568, 3.692, 4.528)  -0.21
H (8.041, 3.353, 3.750)  0.11
H (7.448, 2.628, 5.271)  0.11
H (7.484, 5.055, 5.734)  0.11
H (6.759, 5.404, 4.164)  0.12
H (5.439, 3.928, 6.493)  0.12
H (4.896, 5.440, 5.779)  0.11
H (3.838, 3.029, 4.985)  0.10
H (4.075, 4.339, 3.805)  0.11
O (0.083, 2.062, 3.071)  -0.33
S (-0.693, 3.267, 2.912)  0.66
O (-0.135, 4.548, 3.266)  -0.33
C (-1.322, 3.317, 1.240)  -0.22
C (-2.650, 2.574, 1.313)  -0.22
C (-3.333, 3.070, 2.597)  -0.21
C (-2.284, 3.038, 3.719)  -0.22
H (-0.598, 2.856, 0.573)  0.10
H (-1.459, 4.365, 0.976)  0.11
H (-3.256, 2.761, 0.429)  0.12
H (-2.475, 1.499, 1.369)  0.11
H (-3.684, 4.093, 2.454)  0.12
H (-4.197, 2.459, 2.855)  0.11
H (-2.418, 3.832, 4.449)  0.10
H (-2.256, 2.073, 4.222)  0.10

=====

A 2-piece molecular cluster, C4H8O2 overall. Source: the OMol25 dataset; level of theory: ωB97M-V/def2-TZVPD.

Results
Lowest unoccupied orbital energy, eV: 0.80
Energy, Ha: -307.60543
Largest force on an atom, eV Å⁻¹: 0.32
HOMO, hartree: -0.36963
Kohn-Sham gap, eV: 10.9
Multiplicity: 1
Energy above the lowest of the compared OMol25 structures with the same formula, charge and spin, kcal/mol: 67.1

Last column: Löwdin charge in e.
CARTESIAN COORDINATES (ANGSTROEM)
O (-0.883, 1.382, -0.468)  -0.03
C (-0.699, 0.679, 0.740)  -0.30
C (-0.236, -0.722, 0.691)  -0.14
C (1.141, -0.499, 0.150)  -0.09
C (0.640, 0.333, 1.284)  -0.12
H (-0.341, 2.180, -0.462)  0.11
H (-1.470, 0.912, 1.476)  0.15
H (-0.668, -1.608, 1.133)  0.14
H (1.883, -1.260, 0.387)  0.11
H (1.275, -0.035, -0.827)  0.09
H (1.028, 0.428, 2.289)  0.13
O (-0.749, -0.709, -2.464)  -0.07
H (0.030, -1.109, -2.064)  0.01
H (-0.950, 0.028, -1.864)  0.00